Below is 7 unconnected molecules or ions with the total composition C50H76F20NO21P2 in a non-equilibrium geometry, with properties calculated with ωB97M-V/def2-TZVPD.

Computed properties:
LUMO level: 1.242 eV
Kohn-Sham gap: 0.239 hartree
total energy: -6265.12183 Ha
relative energy (zero: lowest compared OMol25 entry of this formula, charge and spin): 416.8 kcal/mol
charge: -1

Last columns: bonded neighbours and bond lengths (Å).
CARTESIAN COORDINATES (ANGSTROEM)
1 C 5.3288 3.1933 1.9334  C2 1.423, H41 1.192
2 C 4.5894 2.6423 0.8491  C1 1.423, P3 1.935
3 P 3.7607 2.3229 -0.8701  C2 1.935, C4 1.948, O14 1.773, O40 1.777, H42 1.467, H43 1.441
4 C 5.5954 2.1635 -1.5057  P3 1.948, C5 1.647, H44 1.190, H45 1.178
5 C 5.8646 0.7603 -2.3258  C4 1.647, P6 1.937, H46 1.192, H47 1.192
6 P 7.2432 -0.3433 -1.5288  C5 1.937, O7 1.589, O8 1.774, O11 1.743
7 O 8.0448 0.3905 -0.3701  P6 1.589
8 O 8.4624 -0.7804 -2.7414  P6 1.774, C9 1.472
9 C 7.8608 -1.6102 -3.7981  O8 1.472, C10 1.668, H48 1.181, H49 1.193
10 C 8.5252 -1.3492 -5.3057  C9 1.668, H50 1.189, H51 1.172, H52 1.189
11 O 6.4431 -1.7365 -0.8522  P6 1.743, C12 1.496
12 C 7.4241 -2.8222 -0.5389  O11 1.496, C13 1.668, H53 1.177, H54 1.174
13 C 6.8673 -3.4982 0.8801  C12 1.668, H55 1.170, H56 1.171, H57 1.192
14 O 3.8137 4.0027 -1.4333  P3 1.773, C15 1.502
15 C 2.6207 4.8276 -1.0445  O14 1.502, C16 1.631, C20 1.632, H58 1.170
16 C 3.2232 5.6866 0.2041  C15 1.631, C17 1.633, H59 1.176, H60 1.194
17 C 2.3915 5.6042 1.6072  C16 1.633, O18 1.335, F19 1.510
18 O 2.6635 4.8416 2.6683  C17 1.335
19 F 1.2073 6.5301 1.7540  C17 1.510
20 C 1.4292 3.7304 -0.8409  C15 1.632, C21 1.635, C34 1.673, O40 1.500
21 C -0.0365 4.1650 -0.2616  C20 1.635, C22 1.637, H61 1.194, H62 1.188
22 C -1.3138 3.3457 -0.8760  C21 1.637, C23 1.670, H63 1.174, H64 1.194
23 C -2.6472 3.5727 0.1040  C22 1.670, C24 1.669, H65 1.173, H66 1.194
24 C -4.0090 3.6676 -0.8567  C23 1.669, C25 1.639, H67 1.193, H68 1.193
25 C -4.1847 2.3911 -1.8702  C24 1.639, C26 1.670, H69 1.182, H70 1.185
26 C -5.5351 1.4646 -1.5418  C25 1.670, C27 1.662, H71 1.171, H72 1.194
27 C -6.0281 0.6804 -2.9213  C26 1.662, C28 1.640, H73 1.172, H74 1.193
28 C -7.5774 0.2092 -2.6652  C27 1.640, C29 1.663, H75 1.172, H76 1.182
29 C -7.9981 -1.1819 -3.4742  C28 1.663, C30 1.641, H77 1.179, H78 1.184
30 C -7.6525 -2.4896 -2.5459  C29 1.641, C31 1.653, H79 1.176, H80 1.190
31 C -8.6212 -2.6471 -1.2159  C30 1.653, O32 1.498, H81 1.188, H82 1.190
32 O -8.7327 -4.0877 -0.8215  C31 1.498, C33 1.485
33 C -8.0719 -4.2999 0.4907  O32 1.485, H83 1.171, H84 1.176, H85 1.174
34 C 1.1470 3.2442 -2.4166  C20 1.673, O35 1.363, N36 1.515
35 O 0.9216 1.9304 -2.6991  C34 1.363
36 N 1.1766 4.1722 -3.6138  C34 1.515, C37 1.512, H86 1.046
37 C 0.0575 5.1884 -3.6008  N36 1.512, O38 1.335, F39 1.505
38 O 0.1455 6.2367 -2.7786  C37 1.335
39 F -1.0615 4.9572 -4.5804  C37 1.505
40 O 2.0816 2.4873 -0.3116  P3 1.777, C20 1.500
41 H 5.8928 3.7837 2.8014  C1 1.192
42 H 3.6760 0.9390 -0.3904  P3 1.467
43 H 3.4619 1.7178 -2.1434  P3 1.441
44 H 5.8848 3.0523 -2.2426  C4 1.190
45 H 6.2748 2.3008 -0.5535  C4 1.178
46 H 6.2093 0.9303 -3.4545  C5 1.192
47 H 4.8984 0.0675 -2.4093  C5 1.192
48 H 6.7017 -1.4184 -3.9167  C9 1.181
49 H 7.9579 -2.7569 -3.4852  C9 1.193
50 H 8.7090 -2.3859 -5.8572  C10 1.189
51 H 7.7075 -0.7899 -5.9324  C10 1.172
52 H 9.5258 -0.7131 -5.2132  C10 1.189
53 H 8.5029 -2.3630 -0.4350  C12 1.177
54 H 7.3762 -3.5666 -1.4459  C12 1.174
55 H 7.2717 -2.8262 1.7488  C13 1.170
56 H 7.1504 -4.6287 0.9961  C13 1.171
57 H 5.6790 -3.4196 0.9241  C13 1.192
58 H 2.5751 5.6183 -1.9058  C15 1.170
59 H 4.3408 5.3863 0.4156  C16 1.176
60 H 3.2568 6.8387 -0.1060  C16 1.194
61 H -0.0240 3.9452 0.9120  C21 1.194
62 H -0.1426 5.3455 -0.3431  C21 1.188
63 H -1.1647 2.1850 -0.9703  C22 1.174
64 H -1.6643 3.7424 -1.9460  C22 1.194
65 H -2.7479 2.7471 0.9313  C23 1.173
66 H -2.5326 4.6673 0.5666  C23 1.194
67 H -4.9853 3.9041 -0.2126  C24 1.193
68 H -3.8323 4.6403 -1.5246  C24 1.193
69 H -3.2832 1.6271 -1.8595  C25 1.182
70 H -4.2441 2.8290 -2.9696  C25 1.185
71 H -6.3660 2.1414 -1.0710  C26 1.171
72 H -5.1668 0.6044 -0.8009  C26 1.194
73 H -5.8529 1.2993 -3.9011  C27 1.172
74 H -5.3320 -0.2843 -3.0129  C27 1.193
75 H -8.3046 1.1026 -2.8823  C28 1.172
76 H -7.6756 -0.0294 -1.5116  C28 1.182
77 H -9.1586 -1.1450 -3.6783  C29 1.179
78 H -7.4722 -1.2534 -4.5325  C29 1.184
79 H -6.5580 -2.3416 -2.1409  C30 1.176
80 H -7.7016 -3.4425 -3.2571  C30 1.190
81 H -8.1622 -2.1076 -0.2620  C31 1.188
82 H -9.7108 -2.2179 -1.4252  C31 1.190
83 H -8.5989 -3.7566 1.3848  C33 1.171
84 H -8.0512 -5.4500 0.7348  C33 1.176
85 H -6.9675 -3.9057 0.4366  C33 1.174
86 H 1.2465 3.6519 -4.5190  N36 1.046
87 C 4.4636 -9.3419 -1.7724  C88 1.518, H96 1.095, H97 1.093, H98 1.094
88 C 4.8279 -7.9974 -1.1700  C87 1.518, O89 1.436, H99 1.095, H100 1.096
89 O 6.2277 -7.7317 -1.3455  C88 1.436, C90 1.371
90 C 6.5952 -7.2040 -2.5563  O89 1.371, O91 1.227, C92 1.528
91 O 5.8063 -6.9640 -3.4656  C90 1.227
92 C 8.0975 -6.9257 -2.5883  C90 1.528, F93 1.365, F94 1.364, F95 1.363
93 F 8.8358 -7.9437 -2.0588  C92 1.365
94 F 8.4267 -5.8092 -1.8769  C92 1.364
95 F 8.5774 -6.7283 -3.8489  C92 1.363
96 H 5.0971 -10.1332 -1.3589  C87 1.095
97 H 3.4169 -9.5851 -1.5716  C87 1.093
98 H 4.6190 -9.3438 -2.8558  C87 1.094
99 H 4.6400 -8.0155 -0.0918  C88 1.095
100 H 4.2181 -7.1888 -1.5889  C88 1.096
101 C 4.0538 5.5510 6.2326  C102 1.518, H110 1.095, H111 1.093, H112 1.094
102 C 5.3725 4.9673 5.7596  C101 1.518, O103 1.436, H113 1.095, H114 1.096
103 O 6.4658 5.5363 6.4958  C102 1.436, C104 1.371
104 C 6.7362 4.9661 7.7129  O103 1.371, O105 1.227, C106 1.528
105 O 6.1013 4.0275 8.1847  C104 1.227
106 C 7.9484 5.6330 8.3620  C104 1.528, F107 1.365, F108 1.364, F109 1.363
107 F 7.9219 6.9934 8.2600  C106 1.365
108 F 9.1204 5.2330 7.7899  C106 1.364
109 F 8.0612 5.3570 9.6922  C106 1.363
110 H 4.0749 6.6442 6.1768  C101 1.095
111 H 3.2258 5.1812 5.6221  C101 1.093
112 H 3.8589 5.2896 7.2773  C101 1.094
113 H 5.5303 5.2226 4.7070  C102 1.095
114 H 5.3780 3.8735 5.8293  C102 1.096
115 C 5.1359 -7.8305 5.5908  C116 1.518, H124 1.095, H125 1.093, H126 1.094
116 C 3.7705 -8.4926 5.5641  C115 1.518, O117 1.436, H127 1.095, H128 1.096
117 O 3.2136 -8.4406 4.2419  C116 1.436, C118 1.371
118 C 3.6226 -9.4212 3.3753  O117 1.371, O119 1.227, C120 1.528
119 O 4.4210 -10.3055 3.6707  C118 1.227
120 C 2.9179 -9.2759 2.0271  C118 1.528, F121 1.365, F122 1.364, F123 1.363
121 F 2.8720 -7.9839 1.5904  C120 1.365
122 F 1.6240 -9.7051 2.0767  C120 1.364
123 F 3.5170 -9.9890 1.0317  C120 1.363
124 H 5.0765 -6.8100 5.1991  C115 1.095
125 H 5.5294 -7.7961 6.6102  C115 1.093
126 H 5.8491 -8.3717 4.9613  C115 1.094
127 H 3.0851 -7.9465 6.2199  C116 1.095
128 H 3.8146 -9.5238 5.9325  C116 1.096
129 C -10.3036 1.0086 -8.2849  C130 1.518, H138 1.095, H139 1.093, H140 1.094
130 C -10.1287 2.3077 -7.5199  C129 1.518, O131 1.436, H141 1.095, H142 1.096
131 O -11.1074 2.4100 -6.4746  C130 1.436, C132 1.371
132 C -10.8077 1.7667 -5.3016  O131 1.371, O133 1.227, C134 1.528
133 O -9.7778 1.1249 -5.1173  C132 1.227
134 C -11.9063 1.9986 -4.2649  C132 1.528, F135 1.365, F136 1.364, F137 1.363
135 F -13.1611 1.8735 -4.7864  C134 1.365
136 F -11.8440 3.2493 -3.7238  C134 1.364
137 F -11.8450 1.1280 -3.2178  C134 1.363
138 H -11.3288 0.9167 -8.6578  C129 1.095
139 H -9.6134 0.9620 -9.1314  C129 1.093
140 H -10.1212 0.1434 -7.6399  C129 1.094
141 H -10.2924 3.1549 -8.1934  C130 1.095
142 H -9.1132 2.4069 -7.1197  C130 1.096
143 C -14.3540 3.5371 -1.8141  C144 1.518, H152 1.095, H153 1.093, H154 1.094
144 C -14.1790 4.8362 -1.0492  C143 1.518, O145 1.436, H155 1.095, H156 1.096
145 O -15.1577 4.9386 -0.0038  C144 1.436, C146 1.371
146 C -14.8581 4.2952 1.1692  O145 1.371, O147 1.227, C148 1.528
147 O -13.8281 3.6534 1.3535  C146 1.227
148 C -15.9567 4.5271 2.2059  C146 1.528, F149 1.365, F150 1.364, F151 1.363
149 F -17.2114 4.4021 1.6844  C148 1.365
150 F -15.8944 5.7779 2.7470  C148 1.364
151 F -15.8953 3.6565 3.2530  C148 1.363
152 H -15.3791 3.4452 -2.1870  C143 1.095
153 H -13.6637 3.4905 -2.6606  C143 1.093
154 H -14.1716 2.6720 -1.1691  C143 1.094
155 H -14.3427 5.6834 -1.7226  C144 1.095
156 H -13.1636 4.9354 -0.6489  C144 1.096
157 C 8.8185 0.6439 5.4414  C158 1.518, H166 1.095, H167 1.093, H168 1.094
158 C 8.6229 -0.2045 6.6845  C157 1.518, O159 1.436, H169 1.095, H170 1.096
159 O 7.6280 -1.2130 6.4521  C158 1.436, C160 1.371
160 C 8.0605 -2.3564 5.8313  O159 1.371, O161 1.227, C162 1.528
161 O 9.2196 -2.5438 5.4734  C160 1.227
162 C 6.9157 -3.3592 5.6925  C160 1.528, F163 1.365, F164 1.364, F165 1.363
163 F 5.7523 -2.7800 5.2766  C162 1.365
164 F 6.6298 -3.9769 6.8747  C162 1.364
165 F 7.1821 -4.3535 4.7989  C162 1.363
166 H 7.8640 1.0636 5.1078  C157 1.095
167 H 9.5160 1.4627 5.6374  C157 1.093
168 H 9.2096 0.0454 4.6128  C157 1.094
169 H 8.2553 0.4228 7.5027  C158 1.095
170 H 9.5655 -0.6514 7.0206  C158 1.096